1.
The following is a DFT calculation (wB97M-V/def2-TZVPD) of one molecule with the formula C3H5N3 at a distorted geometry.

```
! RIJCOSX wB97M-V def2-TZVPD def2/J DEFGRID3
* xyz 0 1
C 0.03812 1.00528 -0.60085
C -0.35398 0.13785 0.47622
C 1.15288 -0.83370 -0.74183
N 0.85629 0.40823 -1.38106
N 0.34391 -1.01490 0.49500
N -1.30773 0.30843 1.39751
H -0.50719 1.84921 -0.71189
H 0.78763 -1.56513 -1.63152
H 2.25632 -1.01365 -0.72276
H -1.66633 1.25689 1.56927
H -1.59992 -0.53851 1.85190
*
```

E_LUMO = 0.02552 hartree
E_tot = -7661.12381 eV
HOMO energy = -0.3299 hartree
HOMO-LUMO gap = 0.355 hartree
SMILES = NC1=NCN=C1

2.
The following is a DFT calculation (wB97M-V/def2-TZVPD) of C64H93BaN7O2Si as an isolated structure at a distorted geometry.

```
! RIJCOSX wB97M-V def2-TZVPD def2/J DEFGRID3
* xyz 0 1
Ba -0.47882 0.48943 0.16086
C 3.70910 -1.28770 -2.26794
C 4.10894 -0.25535 -1.19085
C 3.66346 1.12780 -1.57588
C 4.51554 2.00472 -2.24472
C 4.04896 3.26203 -2.59521
C 2.74061 3.60054 -2.28443
C 1.96549 2.66221 -1.62178
N 2.40970 1.46102 -1.26346
N 2.31378 -1.67296 -2.15119
C 2.07141 -2.84096 -1.31060
C 2.58638 -2.69281 0.09424
C 3.77436 -3.29350 0.49777
C 4.17938 -3.16638 1.81673
C 3.38523 -2.44408 2.69199
C 2.21410 -1.88308 2.20236
N 1.81790 -2.00587 0.94121
C 1.65255 -1.83836 -3.43424
C 1.17015 -0.52432 -3.99130
C 1.37681 -0.14139 -5.30884
C 0.73485 0.99768 -5.77876
C -0.08899 1.70539 -4.91690
C -0.19796 1.26376 -3.60475
N 0.43205 0.18705 -3.15442
H 4.37977 -2.16006 -2.20492
H 3.85619 -0.83502 -3.25146
H 5.19176 -0.28635 -1.05179
H 3.61873 -0.51229 -0.25454
H 5.52951 1.70612 -2.47925
H 4.69899 3.96644 -3.09849
H 2.32492 4.56578 -2.54034
H 0.93458 2.87871 -1.35725
H 2.49832 -3.75714 -1.75832
H 0.98790 -2.96073 -1.23582
H 4.36416 -3.86462 -0.20744
H 5.09416 -3.63711 2.15364
H 3.66405 -2.33267 3.73093
H 1.55300 -1.31880 2.85024
H 0.75616 -2.43525 -3.24735
H 2.26208 -2.37103 -4.18107
H 1.99417 -0.74356 -5.96358
H 0.85324 1.30784 -6.80904
H -0.64028 2.57494 -5.24756
H -0.83127 1.77812 -2.88662
C 0.35265 -6.83002 -0.55499
C -1.16300 -6.57531 -0.61217
C -1.73510 -7.39001 -1.77789
C -1.81536 -7.08698 0.68133
C -1.39116 -5.07378 -0.77392
C -1.12252 -4.22728 0.25625
C -1.23773 -2.81719 0.11249
N -1.05082 -1.90170 1.05445
C -0.68287 -2.00051 2.32719
C -0.03526 -3.08709 2.97439
C 0.03369 -3.16210 4.33188
C -0.55582 -2.10358 5.07854
C -1.04448 -0.94042 4.54665
C -1.03381 -0.79391 3.10066
O -1.32759 0.25894 2.48427
C -1.60543 0.09762 5.53624
C -2.01788 1.42701 4.89931
C -0.56215 0.43168 6.61507
C -2.85306 -0.50737 6.20280
C 0.71852 -4.35429 5.00225
C 2.20936 -4.34869 4.63470
C 0.60968 -4.30773 6.52930
C 0.06796 -5.65709 4.51378
C -1.70871 -2.24575 -1.16256
O -1.70423 -0.99968 -1.32384
C -2.15580 -3.18270 -2.17654
C -1.91027 -4.51317 -1.97707
C -2.90413 -2.72390 -3.43773
C -3.94176 -1.63694 -3.10762
C -3.67176 -3.88353 -4.08750
C -1.89899 -2.16871 -4.45485
H 0.55424 -7.89287 -0.40177
H 0.81552 -6.26785 0.25812
H 0.82358 -6.51974 -1.49038
H -1.55444 -8.45068 -1.60008
H -1.25590 -7.12813 -2.72271
H -2.81275 -7.24292 -1.87290
H -1.76418 -8.17666 0.71682
H -2.86455 -6.79086 0.72505
H -1.31416 -6.70307 1.57106
H -0.87720 -4.63464 1.22507
H 0.43732 -3.84470 2.36455
H -0.59396 -2.21195 6.15291
H -1.17255 1.90876 4.41137
H -2.39591 2.09188 5.67964
H -2.80135 1.28330 4.16015
H 0.26620 0.97922 6.16439
H -0.16385 -0.45376 7.11224
H -1.01263 1.06708 7.38036
H -3.59632 -0.76818 5.44738
H -3.29728 0.21846 6.88682
H -2.61424 -1.40875 6.77072
H 2.66878 -3.40782 4.94733
H 2.35620 -4.45715 3.55978
H 2.72829 -5.16926 5.13563
H 1.07240 -3.40387 6.92990
H 1.12937 -5.16585 6.95712
H -0.43124 -4.34977 6.85584
H 0.20247 -5.78933 3.43908
H -1.00263 -5.64744 4.72557
H 0.51232 -6.51897 5.01638
H -2.19021 -5.19887 -2.76121
H -4.69100 -2.02318 -2.41237
H -4.44907 -1.32551 -4.02255
H -3.47194 -0.76905 -2.65932
H -4.29544 -4.40000 -3.35522
H -3.00679 -4.60965 -4.55984
H -4.32284 -3.48847 -4.86816
H -1.38452 -1.30610 -4.03609
H -2.41190 -1.85881 -5.36835
H -1.15982 -2.93019 -4.71692
C -3.69355 3.35034 -2.10436
C -3.57484 3.68980 -0.61424
C -4.17052 2.50098 0.15417
C -4.46020 4.91313 -0.32874
Si -1.65964 3.91643 -0.13286
C -0.84794 5.24647 -1.39216
C 0.51072 5.69926 -0.84638
C -1.70728 6.49267 -1.64529
C -0.57090 4.60275 -2.75377
C -1.50323 4.67389 1.69695
C -0.10749 4.36410 2.25656
C -1.74917 6.18424 1.84173
C -2.50543 3.96207 2.60974
H -4.71276 3.01448 -2.33116
H -3.00745 2.54334 -2.38262
H -3.49065 4.21753 -2.73508
H -5.15735 2.25600 -0.25658
H -4.30344 2.72409 1.21148
H -3.53725 1.61156 0.07042
H -5.51538 4.66882 -0.51450
H -4.20260 5.75844 -0.96548
H -4.37682 5.23487 0.71023
H 0.40647 6.27089 0.07367
H 1.01852 6.34265 -1.57731
H 1.15916 4.84239 -0.64420
H -2.00595 6.98163 -0.71786
H -2.60659 6.23896 -2.20856
H -1.15008 7.22423 -2.24744
H 0.08257 3.73657 -2.65457
H -0.07994 5.32833 -3.41684
H -1.48926 4.27908 -3.24562
H 0.69051 4.74359 1.61756
H 0.03622 3.28523 2.36692
H 0.00566 4.82561 3.24641
H -0.99244 6.77721 1.32908
H -1.71284 6.46160 2.90423
H -2.72818 6.47768 1.45835
H -2.43227 2.87889 2.49151
H -3.52954 4.27485 2.40086
H -2.29818 4.20572 3.65968
N 4.11890 2.85079 5.73693
C 3.47492 2.34133 4.63741
C 2.67340 1.19957 4.72552
C 2.06018 0.72056 3.58440
N 2.20271 1.26712 2.37807
C 2.99261 2.33680 2.29187
C 3.63686 2.90793 3.36988
H 3.80634 2.55048 6.64278
H 4.46179 3.79318 5.68386
H 2.52952 0.70531 5.67833
H 1.41038 -0.14703 3.64597
H 3.10559 2.75958 1.29904
H 4.25614 3.78669 3.24053
*
```

E_LUMO (alpha / beta) = -0.06017 / -0.06021 hartree
E_tot = -90976.17582 eV
HOMO energy (alpha / beta) = -0.1882 / -0.1881 hartree
HOMO-LUMO gap (alpha / beta) = 0.128 / 0.128 hartree

3.
The following is a DFT calculation (wB97M-V/def2-TZVPD) of a 2-piece molecular cluster, C14H17N2O3S overall at a distorted geometry.

```
! RIJCOSX wB97M-V def2-TZVPD def2/J DEFGRID3
* xyz 1 1
N -2.18538 1.05245 -0.19407
C -0.88450 1.11170 -0.66943
C -0.66815 1.40994 -2.01774
C 0.63721 1.45872 -2.48939
C 1.01643 1.76119 -3.94087
O 1.13024 2.88196 -4.35356
O 1.24598 0.67688 -4.72569
C 1.70075 1.20157 -1.59094
C 1.42429 0.89124 -0.28350
C 2.59407 0.60364 0.61326
C 2.93767 1.41836 1.68930
C 4.07110 1.05508 2.41022
C 4.81427 -0.06951 2.08603
C 4.47064 -0.87331 1.00053
C 3.34134 -0.52644 0.27189
N 0.14573 0.86680 0.15339
H -2.41264 1.84861 0.39699
H -2.85575 0.97108 -0.95194
H -1.50884 1.58916 -2.68816
H 1.29627 -0.11898 -4.17436
H 2.73595 1.24904 -1.92514
H 2.36432 2.31477 1.92643
H 4.42724 1.64698 3.25500
H 5.68677 -0.34319 2.68221
H 5.03609 -1.74914 0.68514
H 3.04381 -1.13490 -0.58518
H -0.03658 0.64722 1.12977
C -4.94662 -3.24828 0.63884
S -4.98309 -1.46022 0.80950
O -4.32393 -0.88768 -0.39984
C -3.79473 -1.37693 2.15854
H -5.59938 -3.52524 -0.18664
H -3.92946 -3.57904 0.42727
H -5.30987 -3.70665 1.55862
H -2.85191 -1.82986 1.84900
H -4.19645 -1.89756 3.02758
H -3.63290 -0.32947 2.40696
*
```

E_LUMO = -0.15286 hartree
E_tot = -34745.22091 eV
HOMO energy = -0.4264 hartree
HOMO-LUMO gap = 0.274 hartree

4.
The following is a DFT calculation (wB97M-V/def2-TZVPD) of C34H30NP2S2V as an isolated structure.

```
! RIJCOSX wB97M-V def2-TZVPD def2/J DEFGRID3
* xyz 3 2
V 0.66812 0.37740 0.57178
C 2.50450 -0.77988 -2.69253
C 3.13548 0.22619 -1.71878
P 2.91483 -0.24203 0.02529
C 2.81313 1.21372 1.06934
C 3.00495 2.53253 0.60572
C 2.79723 3.59708 1.46329
C 2.37206 3.37984 2.77460
C 2.13845 2.09209 3.24036
C 2.35069 1.01150 2.39575
C 3.95687 -1.59575 0.52408
C 3.93582 -2.09647 1.83127
C 4.77202 -3.14157 2.17238
C 5.61586 -3.70050 1.21769
C 5.63272 -3.20748 -0.07950
C 4.80717 -2.15292 -0.43566
C 0.97234 -0.74062 -2.70309
P 0.20823 -1.29709 -1.14640
C 0.75793 -2.95529 -0.77796
C 0.84029 -3.90479 -1.79939
C 1.21457 -5.20246 -1.49173
C 1.49270 -5.55650 -0.17637
C 1.39944 -4.61724 0.84316
C 1.03450 -3.31586 0.54106
C -1.57512 -1.29550 -1.35944
C -2.33129 -2.27605 -0.71510
C -3.71004 -2.27738 -0.85862
C -4.32920 -1.31028 -1.63930
C -3.57435 -0.33448 -2.28336
C -2.19694 -0.31653 -2.14093
H 2.84709 -1.79482 -2.48600
H 2.85458 -0.53183 -3.69490
H 2.66971 1.20730 -1.85080
H 4.20450 0.35938 -1.90099
H 3.36470 2.72095 -0.39731
H 2.98375 4.60577 1.11888
H 2.22470 4.22445 3.43543
H 1.80710 1.92809 4.25702
H 2.20779 0.00567 2.78139
H 3.28767 -1.68184 2.58983
H 4.77050 -3.51965 3.18582
H 6.26970 -4.51856 1.48939
H 6.30051 -3.63125 -0.81719
H 4.85924 -1.76861 -1.44490
H 0.58694 -1.38573 -3.49608
H 0.60879 0.26791 -2.91898
H 0.60049 -3.64494 -2.82364
H 1.27880 -5.94432 -2.27636
H 1.77400 -6.57499 0.05636
H 1.60074 -4.90277 1.86694
H 0.94308 -2.58175 1.33831
H -1.84744 -3.04239 -0.12286
H -4.30094 -3.04297 -0.37435
H -5.40416 -1.32266 -1.76184
H -4.05868 0.40023 -2.91339
H -1.62093 0.43924 -2.66262
S -1.01806 0.12725 2.03277
C -1.47675 1.35659 0.85730
N -0.59166 1.72474 -0.07239
C -1.07184 2.73924 -0.90668
C -0.40738 3.34959 -1.96233
C -1.08007 4.32191 -2.67693
C -2.39340 4.67953 -2.34923
C -3.06070 4.07318 -1.30091
C -2.38357 3.09410 -0.58493
S -2.96534 2.15612 0.77837
H 0.61376 3.08104 -2.20570
H -0.58219 4.81779 -3.49879
H -2.89804 5.44625 -2.92073
H -4.07377 4.35596 -1.04735
*
```

E_LUMO (alpha / beta) = -0.40004 / -0.37747 hartree
E_tot = -103145.57944 eV
HOMO energy (alpha / beta) = -0.6243 / -0.6278 hartree
HOMO-LUMO gap (alpha / beta) = 0.224 / 0.250 hartree

5.
The following is a DFT calculation (wB97M-V/def2-TZVPD) of C31H25Cl5N7SW as an isolated structure.

```
! RIJCOSX wB97M-V def2-TZVPD def2/J DEFGRID3
* xyz 3 3
W -0.21018 -0.09358 -0.21747
C -3.06414 -2.63089 2.15004
C -2.41267 -1.45156 1.52166
N -1.37498 -1.54548 0.78930
N -0.74342 -2.70749 0.43645
C 0.21391 -2.30847 -0.43060
N 0.97676 -3.17687 -1.00547
S 2.00990 0.19809 -1.32057
C -2.89639 -0.06133 1.57642
C -3.94564 0.34072 2.36996
C -4.39046 1.65779 2.28640
C -3.77790 2.50452 1.38822
C -2.71192 2.02809 0.63585
N -2.25405 0.78367 0.73419
H -3.28923 -3.38883 1.39365
H -3.99929 -2.37246 2.63494
H -2.40605 -3.08385 2.89840
H -1.06391 -3.63039 0.71092
H 0.90520 -4.17347 -0.83864
H 1.65762 -2.87261 -1.69506
H -4.42366 -0.35592 3.04565
H -5.21449 1.99814 2.89942
H -4.11559 3.52360 1.25602
H -2.22616 2.67338 -0.08261
C 1.06711 -1.41707 2.75256
C 0.90001 0.06890 2.80553
C 1.20770 0.74304 3.98210
C 1.15644 2.11669 4.02597
C 0.84693 2.80965 2.86262
C 0.55028 2.10560 1.72166
N 0.50802 0.74271 1.70367
C 0.33440 2.78344 0.42444
C 0.51833 4.13273 0.20559
C 0.33114 4.63596 -1.07477
C -0.03745 3.78848 -2.10856
C -0.20122 2.44634 -1.83801
N -0.02547 1.97877 -0.59169
C -0.60245 1.42917 -2.83212
C -0.63502 1.69677 -4.17499
C -1.08535 0.71166 -5.04636
C -1.54166 -0.47598 -4.52373
C -1.48280 -0.70548 -3.15287
C -2.04270 -1.98021 -2.59759
N -0.96211 0.21911 -2.32054
H 0.12593 -1.93516 2.94831
H 1.77445 -1.73373 3.51599
H 1.46431 -1.72418 1.78696
H 1.51415 0.17247 4.84868
H 1.39522 2.65392 4.93607
H 0.85147 3.88963 2.86002
H 0.81436 4.79276 1.00796
H 0.47764 5.69218 -1.26670
H -0.19781 4.17645 -3.10447
H -0.31503 2.65716 -4.55436
H -1.10314 0.89116 -6.11430
H -1.96054 -1.24004 -5.16621
H -2.88281 -2.31036 -3.20543
H -2.39934 -1.83566 -1.58081
H -1.29895 -2.77657 -2.62315
Cl 2.93255 -1.93401 -3.43947
C 3.76836 -1.82762 -1.92284
C 3.32897 -0.92609 -0.94346
C 4.07617 -0.83946 0.23603
Cl 3.71248 0.36674 1.41486
C 5.16338 -1.68266 0.46779
Cl 6.02228 -1.59798 1.94210
C 5.55884 -2.59616 -0.51018
Cl 6.88501 -3.62442 -0.23412
C 4.86987 -2.65431 -1.72090
Cl 5.37478 -3.73911 -2.93836
*
```

E_LUMO (alpha / beta) = -0.34297 / -0.36430 hartree
E_tot = -118234.68220 eV
HOMO energy (alpha / beta) = -0.5725 / -0.5726 hartree
HOMO-LUMO gap (alpha / beta) = 0.230 / 0.208 hartree

6.
The following is a DFT calculation (wB97M-V/def2-TZVPD) of one molecule with the formula C5H7NO at a distorted geometry.

```
! RIJCOSX wB97M-V def2-TZVPD def2/J DEFGRID3
* xyz 0 1
C -1.95172 0.41181 -0.30239
C -0.41296 0.05106 -0.20021
C 0.65472 1.01441 0.17301
N 1.73673 0.36578 0.47489
C 1.55903 -1.13394 0.46711
O 2.54015 -1.82847 0.71119
C 0.21122 -1.26534 0.14475
H -2.27797 0.47984 -1.35813
H -2.20835 1.38184 0.13238
H -2.55343 -0.37899 0.13655
H 0.64321 2.08219 -0.00404
H 2.65286 0.74765 0.70221
H -0.26572 -2.23384 0.19322
H -0.32777 0.30599 -1.27053
*
```

E_LUMO = 0.00361 hartree
E_tot = -8833.79668 eV
HOMO energy = -0.2680 hartree
HOMO-LUMO gap = 0.272 hartree